Formula: C44H82O23
Source: the OMol25 dataset
Level of theory: wB97M-V/def2-TZVPD

Computed properties:
Spin multiplicity: 1
Energy above the lowest of the compared OMol25 structures with the same formula, charge and spin: 0.0 kcal per mole
HOMO-LUMO gap: 9.381 eV
SMILES: COC(=O)OC.COC(=O)OC.COC(=O)OC.COC(=O)OC.O=C1CCCO1.O=C1CCCO1.O=C1CCCO1.C1CCOC1.C1CCOC1.C1CCOC1.C1CCOC1.C1CCOC1

CARTESIAN COORDINATES (ANGSTROEM)
1 O -6.90144 -19.39818 -13.77421
2 O -14.02905 -23.55386 -8.12059
3 O -17.53680 -15.50010 -14.49720
4 O -12.72714 -13.99025 -7.06739
5 O -15.49088 -21.07714 -16.66576
6 O -15.00166 -10.78882 -10.95868
7 O -16.33949 -18.86848 -9.73354
8 O -19.45727 -16.09298 -15.49137
9 O -13.59819 -22.98172 -10.21058
10 O -12.63750 -19.00339 -11.99143
11 O -9.76672 -17.37530 -7.75601
12 O -14.74145 -13.09497 -10.98644
13 O -13.69628 -17.13161 -11.99736
14 O -7.76997 -22.96182 -17.51525
15 O -7.45598 -14.64140 -12.05782
16 O -14.74677 -13.73855 -14.51295
17 O -11.52041 -17.08009 -11.45522
18 O -15.64790 -23.72063 -9.56804
19 O -15.35749 -19.47684 -15.25525
20 O -13.92836 -19.46920 -17.02290
21 O -6.93973 -14.92477 -14.25034
22 O -17.44229 -16.45989 -16.44719
23 O -9.81751 -23.79388 -16.85982
24 C -14.80939 -19.98317 -16.35710
25 C -14.54040 -14.36447 -15.76712
26 C -15.87072 -17.74713 -8.92243
27 C -15.52188 -12.53741 -14.68085
28 C -15.32396 -12.08772 -16.11873
29 C -12.89293 -11.58837 -11.72945
30 C -10.82317 -21.80145 -16.14049
31 C -11.60487 -19.93844 -11.74258
32 C -11.13903 -13.44705 -8.61574
33 C -14.34520 -23.40660 -9.37253
34 C -17.91667 -17.46083 -17.43908
35 C -11.12927 -17.76134 -7.78463
36 C -9.74943 -19.55752 -7.01663
37 C -8.51563 -14.17469 -11.22640
38 C -12.54312 -17.69778 -11.76372
39 C -6.25605 -19.61069 -12.52615
40 C -12.47587 -14.10066 -8.47510
41 C -12.78773 -22.93009 -7.64280
42 C -14.63392 -18.28797 -8.19470
43 C -15.05707 -19.71581 -8.02322
44 C -11.49174 -13.89157 -6.36442
45 C -10.36792 -13.66533 -7.36070
46 C -8.02404 -18.54041 -13.71349
47 C -18.22989 -16.02135 -15.51118
48 C -14.53204 -13.21410 -16.76662
49 C -16.37666 -24.47198 -8.60828
50 C -9.68178 -13.98136 -12.15482
51 C -8.09530 -18.16502 -12.20649
52 C -18.19607 -15.19693 -13.28284
53 C -10.89668 -19.26895 -7.91855
54 C -8.92473 -22.77218 -17.09982
55 C -13.84044 -15.78588 -12.04972
56 C -9.03854 -13.79102 -13.52272
57 C -9.56888 -21.41473 -16.84285
58 C -11.07144 -23.35138 -16.43633
59 C -14.24377 -9.65644 -11.13652
60 C -15.16163 -21.89617 -17.80575
61 C -15.52947 -19.98907 -9.46024
62 C -13.04430 -10.04909 -11.99553
63 C -14.97509 -18.20538 -14.86011
64 C -6.68844 -18.33411 -11.80391
65 C -14.28161 -11.95025 -11.21582
66 C -7.71305 -14.54271 -13.36021
67 C -8.84594 -18.36852 -7.25823
68 H -15.77418 -16.82452 -9.49477
69 H -13.06482 -15.42064 -12.72286
70 H -16.68555 -23.82975 -7.78352
71 H -8.12951 -13.22296 -10.86142
72 H -8.97586 -12.74790 -13.83265
73 H -14.81548 -21.35454 -18.68604
74 H -8.93974 -19.04957 -14.01405
75 H -11.18447 -14.78730 -5.82465
76 H -10.54030 -13.70964 -9.48790
77 H -5.21580 -19.92030 -12.62669
78 H -13.74485 -15.25500 -11.10254
79 H -12.13168 -11.76461 -10.96949
80 H -11.92288 -23.45884 -8.04348
81 H -13.53432 -12.83771 -16.99242
82 H -18.83932 -14.31777 -13.32033
83 H -11.69088 -17.34842 -8.62259
84 H -15.04089 -13.60254 -17.64882
85 H -12.87522 -21.86633 -7.86386
86 H -12.71398 -12.22493 -12.59597
87 H -16.09219 -22.30861 -18.19569
88 H -9.37205 -20.56317 -7.20197
89 H -9.73445 -14.24292 -14.22954
90 H -10.77387 -19.50572 -8.97541
91 H -15.77303 -25.24908 -8.13940
92 H -9.77529 -14.56950 -7.49978
93 H -9.70382 -12.86163 -7.04268
94 H -8.17694 -18.58535 -8.09102
95 H -14.81887 -15.49593 -12.43274
96 H -11.25355 -12.37769 -8.79307
97 H -11.66743 -17.50882 -6.87100
98 H -10.94693 -20.08300 -12.59950
99 H -8.51113 -17.16959 -12.05060
100 H -15.32803 -15.10877 -15.88440
101 H -16.69355 -17.55631 -8.23349
102 H -16.55216 -12.65614 -14.34540
103 H -16.26284 -11.86680 -16.62647
104 H -16.23095 -20.82070 -9.52675
105 H -11.55953 -23.95956 -15.67475
106 H -8.69539 -18.82216 -11.57709
107 H -14.43229 -17.82440 -7.22901
108 H -14.78897 -11.15399 -16.29204
109 H -7.80788 -17.69654 -14.36867
110 H -15.63847 -17.69560 -14.16143
111 H -11.97423 -20.90347 -11.39561
112 H -18.75481 -17.10322 -18.03720
113 H -17.06755 -17.66173 -18.09232
114 H -11.78869 -23.46002 -17.24987
115 H -18.85800 -15.94694 -12.84991
116 H -8.90568 -20.85157 -16.18625
117 H -14.76163 -19.98121 -10.23384
118 H -13.72766 -18.07614 -8.76208
119 H -12.49302 -15.15461 -8.75260
120 H -10.06811 -19.50526 -5.97556
121 H -14.78371 -17.51015 -15.67749
122 H -14.80534 -8.84013 -11.59082
123 H -11.60924 -21.09649 -16.41108
124 H -13.31230 -9.76195 -13.01231
125 H -9.85432 -20.86062 -17.73705
126 H -10.94683 -19.59736 -10.94336
127 H -13.34009 -13.55458 -8.85327
128 H -8.68239 -14.81940 -10.36348
129 H -14.19631 -20.30982 -7.71606
130 H -11.50614 -13.05023 -5.67157
131 H -17.39528 -14.90652 -12.60277
132 H -10.31536 -14.86520 -12.22903
133 H -18.26765 -18.38239 -16.97469
134 H -6.15056 -17.47487 -12.20453
135 H -14.97229 -11.79624 -14.10057
136 H -14.52218 -22.71288 -17.47081
137 H -11.82158 -19.76947 -7.63192
138 H -12.77371 -23.00112 -6.55520
139 H -17.18758 -24.92388 -9.17950
140 H -14.09580 -18.34465 -14.23117
141 H -8.17357 -18.11844 -6.43757
142 H -10.30058 -13.18964 -11.73250
143 H -13.57572 -14.87050 -15.80475
144 H -12.15975 -9.48549 -11.69884
145 H -6.70187 -20.44419 -11.98336
146 H -6.46413 -18.36989 -10.73783
147 H -15.82670 -19.78181 -7.25419
148 H -13.89086 -9.18918 -10.21716
149 H -10.63029 -21.71882 -15.07088

Here are the Mulliken charges for atoms 1 to 99, given in e:
1 O -0.448
2 O -0.404
3 O 0.028
4 O -0.529
5 O -0.357
6 O -0.412
7 O -0.485
8 O -0.644
9 O -0.579
10 O -0.237
11 O -0.448
12 O -0.544
13 O 0.115
14 O -0.594
15 O -0.378
16 O -0.054
17 O -0.385
18 O -0.337
19 O -0.305
20 O -0.618
21 O -0.629
22 O -0.260
23 O -0.359
24 C 0.864
25 C 0.441
26 C -0.553
27 C 0.073
28 C -0.730
29 C 0.412
30 C 0.014
31 C 0.384
32 C 0.992
33 C 0.901
34 C -0.761
35 C 1.011
36 C -0.684
37 C -0.644
38 C 0.579
39 C -0.483
40 C 0.855
41 C -0.064
42 C 0.464
43 C -0.284
44 C -0.600
45 C -0.426
46 C -0.151
47 C 0.582
48 C -0.676
49 C -0.653
50 C 0.869
51 C 0.818
52 C -0.733
53 C 0.693
54 C 0.450
55 C -0.435
56 C -0.680
57 C -0.160
58 C -0.421
59 C -0.587
60 C -0.673
61 C -0.027
62 C -0.699
63 C -0.401
64 C -0.580
65 C 0.362
66 C 0.568
67 C -0.473
68 H 0.038
69 H 0.330
70 H 0.265
71 H 0.409
72 H 0.368
73 H 0.336
74 H 0.013
75 H 0.293
76 H -0.906
77 H 0.337
78 H 0.112
79 H -0.157
80 H 0.336
81 H 0.291
82 H 0.314
83 H -1.068
84 H 0.288
85 H -0.259
86 H 0.229
87 H 0.296
88 H 0.412
89 H 0.256
90 H -0.295
91 H 0.313
92 H 0.011
93 H 0.458
94 H 0.073
95 H -0.062
96 H 0.231
97 H 0.402
98 H 0.026
99 H -0.579

=====

Formula: C28H47ClO20
Source: the OMol25 dataset
Level of theory: wB97M-V/def2-TZVPD

Computed properties:
Spin multiplicity: 1
HOMO-LUMO gap: 9.206 eV
SMILES: CC(C)CC1=C(Cl)C(=O)C=CC1=O.COC(=O)OC.COC(=O)OC.COC(=O)OC.COC(=O)OC.COC(=O)OC.COC(=O)OC

CARTESIAN COORDINATES (ANGSTROEM)
1 Cl -4.28537 -0.95335 6.26355
2 O -0.79470 -7.58383 -6.33015
3 O -2.82935 3.51268 4.00864
4 O -6.97645 -2.56808 6.65554
5 O 7.46905 3.96125 -0.60839
6 O 8.36170 4.04206 1.35882
7 O 1.38681 0.84168 -0.20115
8 O -0.96591 -4.38232 -0.21671
9 O -3.45831 5.68481 4.10067
10 O -2.51814 -5.70918 -0.92400
11 O -0.35953 -6.34060 -1.17535
12 O -6.72482 -1.88166 1.99270
13 O 2.74906 6.24699 -3.11882
14 O 4.29464 7.58258 -2.41288
15 O -0.57477 -5.76411 -7.65850
16 O 1.05660 1.57524 -2.31687
17 O 1.93194 2.93076 -0.87846
18 O -2.83080 4.66555 2.17969
19 O 7.23954 2.17056 0.75603
20 O 0.34521 -5.73268 -5.70258
21 O 4.90850 5.61819 -3.35284
22 C -2.70754 -1.10722 3.40900
23 C -1.34469 -6.43779 -8.65398
24 C 5.67786 7.88211 -2.21688
25 C -5.22988 -1.61170 3.82998
26 C 2.39692 3.20812 0.44437
27 C -1.19676 -5.55606 -0.80858
28 C 8.63166 3.43418 2.62179
29 C -3.07830 4.71931 3.49164
30 C -3.05584 5.89557 1.48998
31 C -4.20026 -0.73381 3.14030
32 C -2.91580 -6.93243 -1.54633
33 C 6.71627 3.26291 -1.60387
34 C -1.82033 -0.91628 2.14321
35 C -6.66366 -3.92123 4.73143
36 C 0.51597 0.29411 -2.64399
37 C -6.41000 -2.72675 5.64198
38 C -3.05204 3.41888 5.41643
39 C -0.38232 -6.47252 -6.54143
40 C -2.47126 -2.55925 3.93330
41 C -5.33082 -1.77809 5.13087
42 C 1.45212 1.69559 -1.04562
43 C -6.58348 -3.76150 3.43119
44 C 2.35962 5.01633 -3.73391
45 C 0.63174 -6.36950 -4.45450
46 C 4.06700 6.40441 -2.99852
47 C 0.41764 -4.08112 -0.02564
48 C 7.64847 3.27910 0.52397
49 C -6.24231 -2.35398 2.95760
50 H -1.43056 -5.76604 -9.50471
51 H 0.93630 -4.02342 -0.98207
52 H 9.21765 2.52479 2.49391
53 H -6.74147 -4.59068 2.74299
54 H -4.09526 3.62115 5.65610
55 H -4.09922 6.19758 1.57231
56 H -2.81782 2.39970 5.71602
57 H 9.21169 4.14557 3.20482
58 H -2.34369 -6.66202 -8.28164
59 H 6.19977 7.93155 -3.17185
60 H -1.49713 -2.88866 3.53320
61 H -2.39613 4.10038 5.95691
62 H 2.75826 4.23401 0.45007
63 H 1.58420 3.11858 1.16422
64 H 5.73197 8.85643 -1.73736
65 H -2.38179 -2.55542 5.02675
66 H 7.70435 3.21951 3.15188
67 H 3.21950 2.54476 0.71026
68 H 7.22682 2.34715 -1.90048
69 H 0.47503 -3.10977 0.46050
70 H 0.88831 -4.82181 0.61984
71 H 1.26286 -0.48616 -2.50148
72 H -1.86996 0.10301 1.74167
73 H -4.36415 -0.80662 2.05142
74 H -2.53237 -6.98955 -2.56454
75 H 1.21273 -7.27762 -4.61036
76 H -0.80031 -1.18359 2.45990
77 H 2.69715 4.16711 -3.14225
78 H 6.63527 3.91396 -2.47028
79 H -0.28707 -6.59161 -3.91527
80 H -2.31574 -0.42587 4.18158
81 H 1.22233 -5.67585 -3.86153
82 H 0.23385 0.32122 -3.69365
83 H -4.00244 -6.93800 -1.58131
84 H -0.84369 -7.34990 -8.97623
85 H -2.40062 6.67702 1.87308
86 H -2.57883 -7.78833 -0.96278
87 H -2.82212 5.72505 0.44183
88 H 5.71275 3.04150 -1.24151
89 H 1.27339 5.00010 -3.77430
90 H -0.37178 0.08733 -2.04710
91 H 2.74589 4.95402 -4.75097
92 H 6.14357 7.14356 -1.56470
93 H -2.12212 -1.68514 1.41130
94 H -6.87366 -4.89942 5.16488
95 H -3.20507 -3.29710 3.58050
96 H -4.35554 0.32963 3.38770

Charges per atom according to Mulliken partitioning, unit e:
1 Cl -0.155
2 O -0.537
3 O -0.218
4 O -0.482
5 O -0.296
6 O -0.329
7 O -0.571
8 O -0.210
9 O -0.547
10 O -0.320
11 O -0.558
12 O -0.506
13 O -0.351
14 O -0.348
15 O -0.327
16 O -0.278
17 O -0.199
18 O -0.237
19 O -0.550
20 O -0.304
21 O -0.552
22 C 1.162
23 C -0.627
24 C -0.561
25 C -0.186
26 C -0.719
27 C 0.789
28 C -0.626
29 C 0.703
30 C -0.663
31 C -1.238
32 C -0.581
33 C -0.487
34 C -1.751
35 C -0.255
36 C -0.640
37 C 0.097
38 C -0.663
39 C 0.789
40 C -1.427
41 C 1.140
42 C 0.766
43 C -0.539
44 C -0.514
45 C -0.267
46 C 0.840
47 C -0.589
48 C 0.819
49 C 0.243
50 H 0.218
51 H 0.272
52 H 0.290
53 H 0.420
54 H 0.330
55 H 0.296
56 H 0.135
57 H 0.219
58 H 0.291
59 H 0.290
60 H 0.444
61 H 0.346
62 H 0.226
63 H 0.287
64 H 0.224
65 H 0.340
66 H 0.289
67 H 0.332
68 H 0.325
69 H 0.127
70 H 0.336
71 H 0.287
72 H 0.373
73 H 0.388
74 H 0.184
75 H 0.307
76 H 0.433
77 H 0.200
78 H 0.178
79 H -0.010
80 H 0.202
81 H 0.191
82 H 0.234
83 H 0.235
84 H 0.292
85 H 0.303
86 H 0.305
87 H 0.213
88 H 0.174
89 H 0.210
90 H 0.268
91 H 0.329
92 H 0.234
93 H 0.356
94 H 0.414
95 H 0.239
96 H 0.280

=====

Formula: C7H10S
Source: the OMol25 dataset
Level of theory: wB97M-V/def2-TZVPD

Computed properties:
Spin multiplicity: 1
Energy above the lowest of the compared OMol25 structures with the same formula, charge and spin: 143.1 kcal per mole
HOMO-LUMO gap: 7.524 eV

CARTESIAN COORDINATES (ANGSTROEM)
1 S 0.63770 -1.09339 -0.67165
2 C 0.66649 0.52263 -1.50068
3 C 0.33757 -2.01681 -2.08449
4 C 0.78080 0.97408 2.67169
5 C 0.09166 0.26828 1.79926
6 C -0.79273 0.69900 0.56687
7 C -0.99489 -0.66172 0.03033
8 C -0.16119 1.30612 -0.77732
9 H 0.77615 1.97771 2.94930
10 H 1.44067 0.24964 3.22722
11 H -1.56285 -0.71517 -0.89558
12 H -0.27779 2.45533 -0.85565
13 H 1.16711 -2.08761 -2.72547
14 H -1.58626 1.24505 0.77553
15 H -1.22761 -1.36070 0.89116
16 H 1.01206 0.66989 -2.54553
17 H -0.55207 -1.58956 -2.65996
18 H 0.24518 -0.84277 1.80498

Charges per atom according to Mulliken partitioning, unit e:
1 S 0.253
2 C -0.259
3 C -1.052
4 C -0.923
5 C -0.118
6 C 0.097
7 C -1.028
8 C -0.383
9 H 0.363
10 H 0.204
11 H 0.443
12 H 0.276
13 H 0.348
14 H 0.598
15 H 0.399
16 H 0.423
17 H 0.189
18 H 0.168

=====

Formula: C3H4FNO2
Source: the OMol25 dataset
Level of theory: wB97M-V/def2-TZVPD

Computed properties:
Spin multiplicity: 1
Energy above the lowest of the compared OMol25 structures with the same formula, charge and spin: 85.7 kcal per mole
HOMO-LUMO gap: 10.273 eV
SMILES: O=C(/C=N/O)CF

CARTESIAN COORDINATES (ANGSTROEM)
1 F -2.86376 -0.42148 -0.09820
2 O 2.64162 -0.00152 -0.07209
3 O -1.34362 1.79231 -0.05748
4 N 1.28977 -0.38847 0.13219
5 C -1.55627 -0.68243 0.12313
6 C -0.81019 0.69297 0.16602
7 C 0.68191 0.70262 0.29699
8 H -1.18931 -1.03742 -0.85749
9 H -1.48639 -1.46246 1.03850
10 H 1.41241 1.51049 -0.03642
11 H 3.22384 -0.70460 -0.63517

Charges per atom according to Mulliken partitioning, unit e:
1 F -0.262
2 O -0.436
3 O -0.511
4 N -0.171
5 C -0.135
6 C 0.445
7 C -0.152
8 H 0.203
9 H 0.270
10 H 0.407
11 H 0.343

=====

| no. | total energy (eV) |
| --- | --- |
| 1 | -94044.962 |
| 2 | -83269.361 |
| 3 | -18250.009 |
| 4 | -11474.677 |